# C70H115N7O22

A cluster of 11 separate species, C70H115N7O22 in total (the ωB97M-V functional and the def2-TZVPD basis, the OMol25 dataset).

ORCA input file:
```
! wB97M-V def2-TZVPD RIJCOSX def2/J DEFGRID3
* xyz 0 1
C -0.01486 1.71312 5.75195
C 1.13003 0.73790 6.03564
C 0.95057 -0.28920 4.92057
C 2.15864 -1.28678 4.75864
C 3.32590 -0.41810 4.43096
C 3.57427 0.68872 5.51010
N 2.36189 1.45834 5.69264
O 2.60885 2.44842 6.67406
C 4.19039 0.10869 6.83359
C 4.68281 1.57724 4.82172
C 1.00020 0.11387 7.44277
H 0.21683 2.42279 4.97649
H -0.26534 2.28410 6.67495
H -0.89388 1.11376 5.57322
H -0.05372 -0.76663 5.06424
H 0.77505 0.31267 4.05437
H 2.04550 -2.00579 3.93998
H 2.37536 -1.81312 5.73434
H 3.24969 0.10261 3.47306
H 4.23940 -1.05146 4.42633
H 4.44938 0.88356 7.54035
H 3.53265 -0.61541 7.33695
H 5.12590 -0.43294 6.61226
H 4.83616 2.48089 5.40192
H 5.64300 1.08495 4.65448
H 4.21068 1.96729 3.92103
H 1.71004 0.68042 8.10132
H 1.29455 -0.88691 7.54144
H 0.05179 0.31214 7.96080
H 2.57206 3.22508 6.12468
C -5.34072 -4.73660 -4.32736
C -4.31101 -3.63013 -4.09759
C -3.76245 -3.07433 -5.33388
C -3.01551 -1.72343 -5.20513
C -4.02593 -0.68316 -4.73204
C -4.72410 -1.16965 -3.40570
N -5.24824 -2.53313 -3.59903
O -5.80704 -2.91185 -2.35682
C -3.68710 -0.97636 -2.27202
C -5.96515 -0.27346 -3.19504
C -3.22498 -4.03660 -3.14048
H -4.98457 -5.59792 -4.84474
H -6.17708 -4.39696 -5.01246
H -5.79361 -5.05075 -3.38032
H -3.21543 -3.85146 -5.86249
H -4.63727 -2.87837 -5.97639
H -2.62841 -1.44125 -6.18756
H -2.14913 -1.85789 -4.52335
H -4.70863 -0.51303 -5.57200
H -3.53903 0.22633 -4.38313
H -3.52880 0.13246 -2.30234
H -4.02079 -1.32524 -1.30369
H -2.71970 -1.51497 -2.45460
H -5.81702 0.74506 -3.47651
H -6.72802 -0.66708 -3.80408
H -6.33519 -0.45023 -2.17581
H -2.27656 -3.73747 -3.56970
H -3.12394 -5.14020 -3.06811
H -3.24866 -3.59998 -2.16818
H -6.77804 -2.93364 -2.53401
C 1.49310 7.24800 -1.43072
C 1.92307 5.76655 -1.29964
C 3.19562 5.48634 -2.19249
C 3.92863 4.22382 -1.74616
C 4.28587 4.17773 -0.29995
C 3.04060 4.39407 0.67142
N 2.46557 5.60865 0.12269
O 1.46516 6.08900 1.08091
C 2.11825 3.18573 0.69432
C 3.54648 4.67807 2.09867
C 0.76977 4.85702 -1.74417
H 2.12671 7.84660 -0.76480
H 0.43811 7.33277 -1.08961
H 1.59044 7.53640 -2.48960
H 2.79118 5.53545 -3.18193
H 3.87434 6.35435 -2.06344
H 4.82903 4.10879 -2.37588
H 3.22392 3.38163 -1.96839
H 5.05934 4.91240 -0.01575
H 4.62565 3.16721 0.05230
H 1.57115 3.05680 -0.21842
H 2.68055 2.28417 0.99870
H 1.34522 3.17235 1.46326
H 3.99162 5.69261 1.98677
H 2.70136 4.69378 2.75197
H 4.18189 3.87656 2.48669
H -0.00039 4.60652 -1.02671
H 1.08792 3.92006 -2.16853
H 0.13329 5.40287 -2.47477
H 0.85803 5.35803 1.01398
C -4.04658 -1.11817 4.48010
C -3.81888 -0.22770 3.20524
C -4.71969 -0.64139 2.00118
C -6.20098 -0.42514 2.31046
C -6.44259 1.02956 2.66886
C -5.53604 1.62129 3.81830
N -4.15361 1.25176 3.46295
O -3.20835 1.87395 4.26025
C -5.54630 3.15161 3.88841
C -6.05830 1.12439 5.17900
C -2.40066 -0.32488 2.72450
H -3.39400 -2.00055 4.34908
H -5.07297 -1.37272 4.74734
H -3.62032 -0.69686 5.40056
H -4.41913 0.12675 1.28260
H -4.49544 -1.67104 1.76723
H -6.52762 -1.07063 3.11956
H -6.72970 -0.63203 1.38199
H -7.44677 1.26991 2.93160
H -6.23756 1.60655 1.72224
H -5.00496 3.57319 3.03397
H -6.60205 3.46758 3.94722
H -5.01095 3.30444 4.84226
H -6.83591 0.36579 5.10827
H -5.36833 0.73968 5.91836
H -6.55745 1.92425 5.74996
H -1.72745 -0.53918 3.54950
H -2.16953 0.61422 2.28529
H -2.18513 -1.13309 2.06016
H -3.15700 1.44622 5.11466
C -1.40325 -7.11745 -4.02795
C -0.19852 -6.24422 -3.80442
C 0.68430 -6.53516 -2.61037
O 1.86920 -7.15873 -3.18268
C 1.86277 -6.88211 -4.51278
O 2.78053 -7.11043 -5.27653
O 0.67386 -6.38080 -4.92739
H -1.12034 -8.10941 -4.31426
H -2.07450 -6.66289 -4.77672
H -1.99306 -7.27573 -3.11519
H -0.47461 -5.22498 -3.76978
H 0.23925 -7.23503 -1.89748
H 0.93242 -5.63380 -2.04417
C 8.93449 1.85937 1.04013
C 7.51362 2.27809 0.71552
C 6.95170 1.80264 -0.57853
O 5.96899 0.81117 -0.19160
C 5.76958 0.80665 1.17293
O 5.08649 0.10496 1.77500
O 6.67906 1.65029 1.72774
H 9.62929 2.15443 0.26117
H 9.02302 0.78715 0.99696
H 9.23107 2.27719 1.97927
H 7.37817 3.36316 0.72222
H 7.72140 1.33059 -1.22368
H 6.46780 2.48063 -1.23082
C -0.29317 -3.80650 -7.53007
C 0.57098 -3.17049 -6.45632
C 1.90133 -3.88525 -6.16574
O 2.91950 -2.98475 -6.63567
C 2.35270 -1.84450 -6.97321
O 2.99051 -0.93470 -7.46937
O 1.00748 -1.88970 -6.87532
H -0.57971 -4.80563 -7.18444
H 0.21818 -3.97817 -8.48697
H -1.22663 -3.22419 -7.70428
H 0.01158 -3.03877 -5.52026
H 2.02973 -4.87589 -6.60926
H 2.04606 -3.95670 -5.09006
C 3.62379 0.38861 -2.91530
C 5.00817 0.31825 -3.58359
C 4.96866 0.49420 -5.10528
O 5.88868 1.63839 -5.29874
C 6.21190 2.22071 -4.12515
O 6.84298 3.27114 -3.98136
O 5.63612 1.48494 -3.08378
H 3.17767 1.29820 -3.35492
H 3.66843 0.57775 -1.87524
H 3.07558 -0.51011 -3.16809
H 5.56140 -0.61841 -3.30542
H 3.99687 0.80892 -5.39119
H 5.27560 -0.36760 -5.67429
C -5.64829 4.75088 -0.28376
C -4.94792 5.70203 0.50501
C -3.77697 5.34249 1.10744
C -3.25310 4.04335 0.95023
C -3.97935 3.09243 0.27077
C -5.17776 3.47920 -0.35408
N -1.92454 3.68597 1.58357
O -1.36619 4.57082 2.18292
O -1.44888 2.60079 1.39721
H -6.50550 4.99223 -0.88782
H -5.35433 6.67649 0.71400
H -3.20070 6.05268 1.70095
H -3.62906 2.06944 0.17063
H -5.76555 2.79642 -0.99257
C 0.46403 -4.14750 3.62752
C -0.94898 -3.85005 3.67265
C -1.61368 -3.77233 2.49698
C -0.99617 -4.03166 1.26770
C 0.35897 -4.37676 1.23120
C 1.08998 -4.39440 2.43019
N -1.75153 -3.98270 0.01584
O -1.10704 -4.29558 -1.02209
O -2.96256 -3.65794 0.06743
H 0.98019 -4.18884 4.55792
H -1.41268 -3.66742 4.63224
H -2.59372 -3.40013 2.56968
H 0.92015 -4.54737 0.31929
H 2.13870 -4.61987 2.41904
C 1.59824 -0.18213 1.11504
C 0.51229 0.09586 0.32321
C 0.28143 -0.65623 -0.84641
C 1.18719 -1.66772 -1.17212
C 2.26329 -1.94364 -0.34866
C 2.46851 -1.17657 0.78190
N 0.91012 -2.49031 -2.43206
O 1.72708 -3.31812 -2.74058
O -0.02167 -2.16810 -3.11915
H 1.77370 0.51641 1.93850
H -0.14971 0.90603 0.66307
H -0.58898 -0.58150 -1.50959
H 2.89815 -2.73465 -0.61124
H 3.32687 -1.40835 1.36256
*
```

Computed properties:
Calculated total energy in hartree: -4774.38450
SMILES: O=[N+]([O-])c1ccccc1.O=[N+]([O-])c1ccccc1.O=[N+]([O-])c1ccccc1.CC1(C)CCCC(C)(C)N1O.CC1(C)CCCC(C)(C)N1O.CC1(C)CCCC(C)(C)N1O.CC1(C)CCCC(C)(C)N1O.C[C@H]1COC(=O)O1.C[C@H]1COC(=O)O1.C[C@H]1COC(=O)O1.C[C@H]1COC(=O)O1
Molecular weight in g/mol: 1406.72

# C42H51BaClFN3O6

A structure of composition C42H51BaClFN3O6 (the ωB97M-V functional and the def2-TZVPD basis, the OMol25 dataset).

ORCA input file:
```
! wB97M-V def2-TZVPD RIJCOSX def2/J DEFGRID3
* xyz -2 1
Ba -1.00367 0.03750 0.52707
C -4.41320 -1.46428 0.47884
C -3.86419 -2.63809 -0.34937
C -2.53887 -3.17291 0.22592
C -3.85454 -2.33632 -1.86065
C -5.04655 -2.64896 -2.52266
C -5.17933 -2.57866 -3.90038
C -4.03547 -2.30866 -4.64205
C -2.81916 -1.98668 -4.03991
C -1.59872 -1.97290 -4.96955
C -1.67752 -0.90775 -6.07764
C -1.41381 -3.35973 -5.61154
C -2.74358 -1.83616 -2.60489
N -1.58692 -1.37816 -1.91836
C -0.88260 -0.35417 -2.40854
O -1.22103 0.53346 -3.22215
C 0.59024 -0.35052 -1.97440
C 1.52570 -0.20553 -2.99416
C 2.87631 -0.27006 -2.67161
C 3.25270 -0.42708 -1.34820
C 2.26524 -0.54350 -0.37906
N 0.95160 -0.52850 -0.69004
C 2.74406 -0.82708 1.05038
O 3.65308 -0.06840 1.50964
N 2.23344 -1.94766 1.51517
C 2.85127 -2.65190 2.57164
C 3.67268 -3.76542 2.23315
C 4.20497 -4.56851 3.23834
C 3.96504 -4.29631 4.58402
C 3.17666 -3.20384 4.91132
C 2.61788 -2.37790 3.93145
C 1.77713 -1.18690 4.34123
C 2.63845 -0.13877 5.05027
C 0.57002 -1.61257 5.19833
C 3.91167 -4.10659 0.77134
C 2.79600 -5.02675 0.25883
C 5.29350 -4.71199 0.51156
H -4.53362 -1.74499 1.53376
H -5.37525 -1.13281 0.07903
H -3.73413 -0.62364 0.45947
H -4.57949 -3.44848 -0.25661
H -1.88168 -2.37956 0.49571
H -2.03142 -3.80909 -0.50610
H -2.72798 -3.74874 1.14093
H -5.89312 -2.98567 -1.91972
H -6.12723 -2.79178 -4.38460
H -4.08438 -2.36212 -5.73006
H -0.71587 -1.79614 -4.37132
H -2.56662 -1.07984 -6.70934
H -0.78943 -0.95979 -6.72662
H -1.73857 0.08948 -5.64616
H -2.23588 -3.59113 -6.30370
H -1.38526 -4.14694 -4.84799
H -0.47441 -3.39412 -6.18037
H 1.17355 -0.04944 -4.00944
H 3.62656 -0.19071 -3.44984
H 4.29006 -0.45545 -1.03682
H 4.82779 -5.42109 2.97297
H 4.38776 -4.92603 5.35850
H 2.98630 -2.98259 5.96031
H 1.39613 -0.73429 3.43721
H 3.07282 -0.54538 5.97822
H 2.03468 0.74568 5.31471
H 3.45762 0.18477 4.39126
H 0.88559 -2.21912 6.06202
H -0.14440 -2.19485 4.59953
H 0.03415 -0.73230 5.57948
H 3.83850 -3.18324 0.21187
H 2.77873 -5.96229 0.84073
H 2.94566 -5.28046 -0.80315
H 1.82142 -4.53076 0.36141
H 5.38874 -5.71919 0.94864
H 6.09003 -4.08093 0.93036
H 5.46224 -4.80712 -0.57111
Cl -7.89309 2.76956 -2.20596
C -6.24611 2.41605 -1.64871
C -5.34572 1.74552 -2.50380
C -4.06537 1.46868 -2.09239
C -3.59193 1.82944 -0.78388
O -2.40136 1.47733 -0.38611
C -4.52004 2.55529 0.03950
C -4.19255 3.11656 1.36254
O -3.11835 3.17934 1.92973
C -5.83390 2.80948 -0.41062
H -5.67692 1.44299 -3.49508
H -3.35648 0.96089 -2.74850
H -5.07991 3.55010 1.87259
H -6.52179 3.34004 0.24825
C -0.56931 1.77079 3.60228
O 0.37313 1.41410 2.58051
C 1.31782 2.45553 2.27189
C 0.75286 3.39306 1.23349
O 0.72275 2.82266 -0.07588
C 2.00550 2.79448 -0.69630
H -0.03998 2.04426 4.52018
H -1.19124 0.88709 3.77114
H -1.22156 2.59335 3.28955
H 2.23003 1.97060 1.92759
H 1.55977 3.02758 3.17263
H 1.33112 4.32024 1.22485
H -0.28895 3.62118 1.48112
H 2.41109 3.81012 -0.77043
H 1.87385 2.39125 -1.69784
H 2.72450 2.17684 -0.15633
F -1.89241 -0.65619 2.25877
*
```

Computed properties:
Calculated total energy in hartree: -2832.45203
Molecular weight in g/mol: 885.66

# C7H17N4O3

The ion C7H17N4O3 with charge +1 (the ωB97M-V functional and the def2-TZVPD basis, the OMol25 dataset).

ORCA input file:
```
! wB97M-V def2-TZVPD RIJCOSX def2/J DEFGRID3
* xyz 1 1
C -1.92730 -0.77302 -2.07651
C -2.46277 0.60402 -1.64993
C 1.07432 -1.25899 2.66174
C 2.24050 -0.54163 1.96206
C 0.20761 -0.34762 -1.15320
C -0.43161 0.79821 -0.31857
C 0.12748 0.40664 1.41982
N -0.49824 -0.59807 -2.34942
N -1.90399 0.94804 -0.25184
N -0.08734 -0.92102 1.84417
N 1.69512 0.55813 1.28018
O 1.58196 0.09235 -1.35658
O 0.22837 2.00734 -0.57345
O -0.46328 1.40746 2.26923
H -2.01487 -1.55832 -1.36789
H -2.31464 -1.03041 -3.01539
H -2.01153 1.21752 -2.39026
H -3.52500 0.94187 -1.53439
H 1.21751 -2.24939 2.57995
H 0.95608 -0.97869 3.62860
H 3.04571 -0.31796 2.75735
H 2.69040 -1.25693 1.29725
H 0.46337 -1.26667 -0.55378
H -0.14388 -1.32017 -2.94334
H -2.36884 0.50446 0.59677
H -0.28352 -1.57690 1.04352
H 2.01432 1.48274 1.55495
H 1.62255 0.40218 0.12233
H 1.68903 0.97349 -1.83629
H -0.36960 2.74384 -0.24939
H -0.62677 1.05186 3.10750
*
```

Computed properties:
Calculated total energy in hartree: -721.34186
SMILES: O[C@@H]1NCCN[C@@]1(O)[C@@]1(O)NCC[NH2+]1
Molecular weight in g/mol: 205.24

ΔE to the lowest compared entry with this formula, charge and spin for the records above, in order: 0.000 3.230 2.143 eV